Record 1
DFT (ωB97M-V/def2-TZVPD) results for a structure of composition C19H20IrN3O6S4.

```
53
C19H20IrN3O6S4, DFT ωB97M-V/def2-TZVPD
Ir 0.209 0.176 -0.637
O 0.480 -2.290 -1.413
C 1.647 -2.828 -0.820
C 1.968 -2.229 0.530
C 2.677 -2.930 1.476
C 3.016 -2.325 2.689
C 2.573 -1.007 2.898
C 1.852 -0.378 1.922
N 1.544 -0.950 0.733
H -0.294 -2.623 -0.941
H 2.462 -2.588 -1.516
H 1.571 -3.919 -0.745
H 2.968 -3.953 1.273
H 3.581 -2.851 3.442
H 2.779 -0.491 3.824
H 1.467 0.623 2.075
O 0.996 2.320 -0.528
N 0.301 3.166 0.222
C 0.884 4.354 0.569
C 0.218 5.280 1.320
C -1.086 5.026 1.754
C -1.667 3.808 1.409
C -0.976 2.887 0.648
S -1.715 1.386 0.221
H 1.890 4.488 0.201
H 0.713 6.204 1.580
H -1.625 5.742 2.349
H -2.654 3.544 1.751
N -0.500 0.136 -2.887
C -1.606 -0.724 -3.235
C -2.355 -1.318 -2.230
C -3.432 -2.125 -2.563
C -3.750 -2.307 -3.889
C -3.014 -1.728 -4.898
C -1.932 -0.930 -4.572
S -5.109 -3.410 -4.388
O -5.988 -3.468 -3.232
O -5.667 -2.762 -5.566
O -4.368 -4.637 -4.660
H -0.782 1.107 -3.018
H 0.278 -0.043 -3.519
H -2.097 -1.123 -1.195
H -4.046 -2.601 -1.816
H -3.324 -1.904 -5.915
H -1.347 -0.457 -5.351
C -1.300 -2.151 5.313
O -0.866 -0.809 5.330
C -0.790 -0.178 4.151
S -0.336 1.430 4.174
S -1.140 -0.942 2.704
H -1.217 -2.512 6.335
H -0.675 -2.754 4.650
H -2.338 -2.213 4.972
```

Its multiplicity is 2. The value obtained for the energy above the lowest of the compared OMol25 structures with the same formula, charge and spin is 80.81 kcal per mole. Its frontier orbital gap (spin up / spin down) is 5.13 / 5.27 eV. As for the total energy: -3048.74401 hartree. The calculation puts the HOMO energy (spin up / spin down) at -4.325 / -4.323 eV. As for the charge: -1.

These are the Löwdin partial charges, in e, on atoms 1 to 5: number 1, Ir, carries 0.9531; number 2, O, carries -0.1043; number 3, C, carries -0.1783; number 4, C, carries -0.2469; number 5, C, carries -0.0258

---

Record 2
DFT (ωB97M-V/def2-TZVPD) results for an isolated molecule of C19H20N2O.

```
42
C19H20N2O, DFT ωB97M-V/def2-TZVPD
C 2.573 -2.671 -1.292
C 2.570 -1.201 -0.783
C 1.264 -0.454 -0.894
C 0.573 -0.070 -2.103
C 1.000 -0.289 -3.531
C 0.057 -1.303 -4.132
O -1.154 -0.689 -4.551
N -0.487 0.609 -1.827
N -0.539 0.678 -0.459
C -1.646 1.287 0.168
C -2.251 2.436 -0.378
C -3.428 2.972 0.141
C -4.014 2.354 1.259
C -3.410 1.198 1.816
C -2.256 0.701 1.258
C 0.505 0.015 0.175
C 0.800 0.002 1.613
C 1.082 -1.182 2.274
C 1.274 -1.257 3.681
C 1.243 -0.058 4.412
C 1.006 1.152 3.745
C 0.722 1.187 2.365
H 2.446 -2.748 -2.385
H 1.743 -3.191 -0.782
H 3.488 -3.188 -1.013
H 2.868 -1.240 0.270
H 3.323 -0.673 -1.342
H 0.915 0.681 -4.035
H 2.034 -0.662 -3.594
H 0.543 -1.706 -5.010
H -0.199 -2.131 -3.450
H -1.566 -0.298 -3.744
H -1.798 2.899 -1.259
H -3.919 3.765 -0.406
H -4.926 2.706 1.704
H -3.839 0.758 2.713
H -1.887 -0.195 1.717
H 1.164 -2.087 1.717
H 1.372 -2.213 4.195
H 1.398 -0.107 5.514
H 0.930 2.066 4.359
H 0.426 2.152 1.876
```

Its multiplicity is 1. The value obtained for the energy above the lowest of the compared OMol25 structures with the same formula, charge and spin is 35.81 kcal per mole. Its frontier orbital gap is 9.07 eV. As for the total energy: -920.74694 hartree. The calculation puts the HOMO energy at -8.388 eV. As for the charge: 0.

These are the Löwdin partial charges, in e, on atoms 1 to 5: number 1, C, carries -0.0885; number 2, C, carries -0.1904; number 3, C, carries -0.1009; number 4, C, carries -0.2549; number 5, C, carries -0.1095

---

Record 3
DFT (ωB97M-V/def2-TZVPD) results for a structure of composition C19H20N2O2Se2W.

```
46
C19H20N2O2Se2W, DFT ωB97M-V/def2-TZVPD
W -0.078 -0.243 -0.116
C -0.427 1.610 3.208
C 0.256 1.322 1.925
C 1.274 0.350 1.846
C 2.196 0.299 0.765
C 3.376 -0.608 0.831
C 1.955 1.145 -0.339
C 0.860 2.038 -0.377
C 0.705 3.019 -1.491
C -0.060 1.988 0.708
H -1.374 2.132 3.099
H 0.251 2.313 3.721
H -0.514 0.738 3.854
H 1.422 -0.332 2.678
H 4.081 -0.161 1.545
H 3.893 -0.696 -0.122
H 3.110 -1.590 1.225
H 2.635 1.114 -1.182
H 1.269 3.913 -1.191
H -0.326 3.342 -1.638
H 1.141 2.666 -2.425
H -0.922 2.647 0.677
Se -0.843 -2.973 0.357
Se -1.606 0.680 -2.095
C -0.220 -0.159 -3.004
C -0.121 -0.375 -4.371
C 0.985 -1.094 -4.835
C 1.916 -1.569 -3.926
C 1.750 -1.317 -2.557
N 0.715 -0.607 -2.114
C -1.995 -1.981 1.515
C -2.988 -2.505 2.296
C -3.911 -1.599 2.850
C -3.791 -0.258 2.545
C -2.732 0.178 1.749
N -1.814 -0.662 1.253
H -0.880 -0.005 -5.050
H 1.104 -1.285 -5.895
H 2.776 -2.142 -4.254
H 2.453 -1.697 -1.826
H -3.079 -3.572 2.464
H -4.716 -1.961 3.479
H -4.508 0.467 2.910
H -2.635 1.227 1.503
O 0.572 -1.981 0.709
O -1.157 -1.820 -0.906
```

Its multiplicity is 3. The value obtained for the energy above the lowest of the compared OMol25 structures with the same formula, charge and spin is 0.00 kcal per mole. Its frontier orbital gap (spin up / spin down) is 7.89 / 6.88 eV. As for the total energy: -5864.31338 hartree. The calculation puts the HOMO energy (spin up / spin down) at -22.504 / -23.085 eV. As for the charge: +4.

These are the Löwdin partial charges, in e, on atoms 1 to 5: number 1, W, carries 1.6225; number 2, C, carries 0.0346; number 3, C, carries -0.2428; number 4, C, carries -0.0144; number 5, C, carries -0.2598

---

Record 4
DFT (ωB97M-V/def2-TZVPD) results for an isolated molecule of C19H20N2O4.

```
45
C19H20N2O4, DFT ωB97M-V/def2-TZVPD
C -0.575 -2.942 -2.883
C 0.230 -2.612 -1.633
C 0.634 -1.129 -1.598
O 1.641 -0.978 -0.619
C 2.176 0.263 -0.408
C 1.965 1.375 -1.203
C 2.580 2.581 -0.894
C 3.404 2.677 0.206
C 3.617 1.571 1.018
C 3.008 0.363 0.728
O 3.124 -0.779 1.466
C 3.962 -0.762 2.593
C -0.596 -0.240 -1.382
O -1.140 0.277 -2.338
N -1.053 -0.066 -0.112
C -0.636 -0.792 1.070
C -1.773 -1.668 1.591
O -1.623 -2.782 2.037
N -2.981 -1.052 1.534
C -3.178 0.210 0.975
C -4.332 0.937 1.233
C -4.510 2.176 0.643
C -3.539 2.692 -0.198
C -2.386 1.974 -0.461
C -2.202 0.728 0.117
H 0.024 -2.786 -3.778
H -1.456 -2.309 -2.951
H -0.894 -3.981 -2.857
H -0.347 -2.867 -0.743
H 1.151 -3.198 -1.610
H 1.029 -0.860 -2.590
H 1.324 1.318 -2.067
H 2.407 3.439 -1.525
H 3.886 3.612 0.448
H 4.260 1.667 1.879
H 3.912 -1.767 3.010
H 4.998 -0.534 2.323
H 3.616 -0.043 3.343
H -0.386 -0.067 1.859
H 0.243 -1.406 0.887
H -3.775 -1.530 1.940
H -5.085 0.524 1.887
H -5.411 2.736 0.842
H -3.679 3.660 -0.654
H -1.632 2.367 -1.123
```

Its multiplicity is 1. The value obtained for the energy above the lowest of the compared OMol25 structures with the same formula, charge and spin is 43.30 kcal per mole. Its frontier orbital gap is 9.05 eV. As for the total energy: -1146.51636 hartree. The calculation puts the HOMO energy at -8.318 eV. As for the charge: 0.

These are the Löwdin partial charges, in e, on atoms 1 to 5: number 1, C, carries -0.0808; number 2, C, carries -0.1599; number 3, C, carries -0.2424; number 4, O, carries -0.0238; number 5, C, carries -0.1819

---

Record 5
DFT (ωB97M-V/def2-TZVPD) results for a structure of composition C19H20N2OS.

```
43
C19H20N2OS, DFT ωB97M-V/def2-TZVPD
C -6.925 -1.003 -0.318
C -5.721 -0.032 -0.778
O -4.560 -0.292 -0.070
C -3.526 0.314 -0.211
C -2.475 -0.242 0.418
C -1.336 0.532 0.551
C -1.246 1.617 -0.195
N -0.021 2.446 -0.590
C 0.947 2.031 0.164
N 1.029 0.927 1.110
C -0.174 0.486 1.266
C -0.204 -0.755 2.113
H 0.884 -1.071 2.607
H -0.867 -0.640 2.992
H -0.278 -1.806 1.561
S 2.412 2.885 0.239
C 3.698 1.681 1.085
C 4.059 0.637 0.269
C 3.710 -0.477 0.363
C 3.945 -1.612 -0.254
C 4.807 -1.444 -1.513
C 5.231 -0.076 -1.515
C 4.966 1.007 -0.817
H 5.285 1.936 -0.898
H 6.030 0.159 -2.735
H 5.234 -2.243 -2.063
C 3.418 -3.206 -0.109
H 2.432 -2.924 -0.541
H 3.930 -3.830 -0.467
H 3.389 -3.256 1.034
H 2.930 -0.628 1.195
H 3.123 1.496 1.812
H 4.526 2.545 1.291
C -2.293 2.018 -1.143
C -3.486 1.398 -1.031
H -4.251 1.994 -1.591
H -2.135 3.007 -1.942
H -2.621 -0.902 1.479
H -5.689 -0.030 -1.837
H -6.295 1.130 -0.426
H -7.804 -0.838 -0.786
H -6.809 -1.943 -0.412
H -7.271 -0.995 0.694
```

Its multiplicity is 1. The value obtained for the energy above the lowest of the compared OMol25 structures with the same formula, charge and spin is 378.23 kcal per mole. Its frontier orbital gap is 7.83 eV. As for the total energy: -1318.41218 hartree. The calculation puts the HOMO energy at -7.896 eV. As for the charge: 0.

These are the Löwdin partial charges, in e, on atoms 1 to 5: number 1, C, carries -0.0360; number 2, C, carries -0.1619; number 3, O, carries 0.0212; number 4, C, carries -0.4441; number 5, C, carries 0.0699

---

> Among the records above, which one has the highest multiplicity?

C19H20N2O2Se2W

---

Repeat the third record exactly.
DFT (ωB97M-V/def2-TZVPD) results for a structure of composition C19H20N2O2Se2W.

```
46
C19H20N2O2Se2W, DFT ωB97M-V/def2-TZVPD
W -0.078 -0.243 -0.116
C -0.427 1.610 3.208
C 0.256 1.322 1.925
C 1.274 0.350 1.846
C 2.196 0.299 0.765
C 3.376 -0.608 0.831
C 1.955 1.145 -0.339
C 0.860 2.038 -0.377
C 0.705 3.019 -1.491
C -0.060 1.988 0.708
H -1.374 2.132 3.099
H 0.251 2.313 3.721
H -0.514 0.738 3.854
H 1.422 -0.332 2.678
H 4.081 -0.161 1.545
H 3.893 -0.696 -0.122
H 3.110 -1.590 1.225
H 2.635 1.114 -1.182
H 1.269 3.913 -1.191
H -0.326 3.342 -1.638
H 1.141 2.666 -2.425
H -0.922 2.647 0.677
Se -0.843 -2.973 0.357
Se -1.606 0.680 -2.095
C -0.220 -0.159 -3.004
C -0.121 -0.375 -4.371
C 0.985 -1.094 -4.835
C 1.916 -1.569 -3.926
C 1.750 -1.317 -2.557
N 0.715 -0.607 -2.114
C -1.995 -1.981 1.515
C -2.988 -2.505 2.296
C -3.911 -1.599 2.850
C -3.791 -0.258 2.545
C -2.732 0.178 1.749
N -1.814 -0.662 1.253
H -0.880 -0.005 -5.050
H 1.104 -1.285 -5.895
H 2.776 -2.142 -4.254
H 2.453 -1.697 -1.826
H -3.079 -3.572 2.464
H -4.716 -1.961 3.479
H -4.508 0.467 2.910
H -2.635 1.227 1.503
O 0.572 -1.981 0.709
O -1.157 -1.820 -0.906
```

Its multiplicity is 3. The value obtained for the energy above the lowest of the compared OMol25 structures with the same formula, charge and spin is 0.00 kcal per mole. Its frontier orbital gap (spin up / spin down) is 7.89 / 6.88 eV. As for the total energy: -5864.31338 hartree. The calculation puts the HOMO energy (spin up / spin down) at -22.504 / -23.085 eV. As for the charge: +4.

These are the Löwdin partial charges, in e, on atoms 1 to 5: number 1, W, carries 1.6225; number 2, C, carries 0.0346; number 3, C, carries -0.2428; number 4, C, carries -0.0144; number 5, C, carries -0.2598

---

> The lowest energy above the lowest of the compared OMol25 structures with the same formula, charge and spin belongs to which entry?

C19H20N2O2Se2W

---

Copy entry 3 word for word.
DFT (ωB97M-V/def2-TZVPD) results for a structure of composition C19H20N2O2Se2W.

```
46
C19H20N2O2Se2W, DFT ωB97M-V/def2-TZVPD
W -0.078 -0.243 -0.116
C -0.427 1.610 3.208
C 0.256 1.322 1.925
C 1.274 0.350 1.846
C 2.196 0.299 0.765
C 3.376 -0.608 0.831
C 1.955 1.145 -0.339
C 0.860 2.038 -0.377
C 0.705 3.019 -1.491
C -0.060 1.988 0.708
H -1.374 2.132 3.099
H 0.251 2.313 3.721
H -0.514 0.738 3.854
H 1.422 -0.332 2.678
H 4.081 -0.161 1.545
H 3.893 -0.696 -0.122
H 3.110 -1.590 1.225
H 2.635 1.114 -1.182
H 1.269 3.913 -1.191
H -0.326 3.342 -1.638
H 1.141 2.666 -2.425
H -0.922 2.647 0.677
Se -0.843 -2.973 0.357
Se -1.606 0.680 -2.095
C -0.220 -0.159 -3.004
C -0.121 -0.375 -4.371
C 0.985 -1.094 -4.835
C 1.916 -1.569 -3.926
C 1.750 -1.317 -2.557
N 0.715 -0.607 -2.114
C -1.995 -1.981 1.515
C -2.988 -2.505 2.296
C -3.911 -1.599 2.850
C -3.791 -0.258 2.545
C -2.732 0.178 1.749
N -1.814 -0.662 1.253
H -0.880 -0.005 -5.050
H 1.104 -1.285 -5.895
H 2.776 -2.142 -4.254
H 2.453 -1.697 -1.826
H -3.079 -3.572 2.464
H -4.716 -1.961 3.479
H -4.508 0.467 2.910
H -2.635 1.227 1.503
O 0.572 -1.981 0.709
O -1.157 -1.820 -0.906
```

Its multiplicity is 3. The value obtained for the energy above the lowest of the compared OMol25 structures with the same formula, charge and spin is 0.00 kcal per mole. Its frontier orbital gap (spin up / spin down) is 7.89 / 6.88 eV. As for the total energy: -5864.31338 hartree. The calculation puts the HOMO energy (spin up / spin down) at -22.504 / -23.085 eV. As for the charge: +4.

These are the Löwdin partial charges, in e, on atoms 1 to 5: number 1, W, carries 1.6225; number 2, C, carries 0.0346; number 3, C, carries -0.2428; number 4, C, carries -0.0144; number 5, C, carries -0.2598